One molecule with the formula C14H20ClNO2S, computed with wB97M-V/def2-TZVPD.

## Properties
* orbital gap: 8.71 eV
* total energy: -1609.1046 Eh
* relative energy (zero: lowest compared OMol25 entry of this formula, charge and spin): 0.0 kcal per mole
* HOMO: -8.273 eV

Geometry (Å):
1 C -2.440 -3.077 -0.026
2 H -3.443 -2.665 0.080
3 H -2.331 -3.885 0.696
4 C -1.373 -2.020 0.219
5 C 0.021 -2.599 -0.003
6 H 0.145 -2.911 -1.038
7 H 0.776 -1.853 0.232
8 H 0.170 -3.463 0.641
9 C -1.475 -1.423 1.613
10 H -2.495 -1.123 1.845
11 H -0.815 -0.564 1.712
12 H -1.173 -2.171 2.345
13 S -1.531 -0.699 -1.080
14 C -3.054 0.212 -0.652
15 C -2.782 1.435 0.225
16 N -1.737 2.265 -0.325
17 C -0.474 2.227 0.163
18 O -0.162 1.667 1.187
19 C 0.516 3.032 -0.691
20 O 1.817 3.011 -0.170
21 C 2.519 1.844 -0.191
22 C 3.766 1.888 0.437
23 C 4.593 0.786 0.444
24 C 4.180 -0.377 -0.190
25 C 2.949 -0.437 -0.815
26 C 2.113 0.668 -0.812
27 H 1.148 0.580 -1.285
28 H 2.637 -1.344 -1.309
29 Cl 5.215 -1.765 -0.198
30 H 5.552 0.824 0.935
31 H 4.064 2.805 0.919
32 H 0.491 2.674 -1.730
33 H 0.218 4.085 -0.673
34 H -1.897 2.654 -1.241
35 H -3.701 2.022 0.324
36 H -2.440 1.134 1.216
37 H -3.473 0.521 -1.610
38 H -3.750 -0.468 -0.167
39 H -2.343 -3.490 -1.028

These are the Mulliken partial charges, in e, on atoms 1 to 6: C -1.6076; H 0.3711; H 0.4288; C 1.6903; C -1.9614; H 0.4563

=====

C14H20MoN5O4SSi as an isolated structure, computed with wB97M-V/def2-TZVPD.

## Properties
* orbital gap (alpha / beta): 6.81 / 6.81 eV
* net charge: +3
* total energy: -1874.9874 Eh
* HOMO (alpha / beta): -17.641 / -17.641 eV

Geometry (Å):
1 Mo 0.658 0.762 -0.832
2 C 2.248 1.187 4.370
3 C 2.953 1.300 3.078
4 N 4.208 1.499 2.899
5 N 4.408 1.534 1.557
6 C 3.298 1.356 0.859
7 S 3.100 1.306 -0.826
8 N 2.341 1.198 1.812
9 N 0.982 1.036 1.516
10 H 2.993 1.210 5.163
11 H 1.686 0.255 4.452
12 H 1.566 2.026 4.528
13 H 5.341 1.694 1.199
14 H 0.618 0.243 2.040
15 H 0.476 1.864 1.825
16 O -5.581 2.250 -1.431
17 C -6.347 3.167 -1.244
18 O -7.120 3.968 -1.093
19 C -4.200 1.896 -1.247
20 C -3.918 0.548 -1.196
21 C -2.594 0.179 -1.019
22 N -1.599 1.072 -0.921
23 C -1.929 2.373 -1.007
24 C -3.215 2.853 -1.161
25 C -0.734 3.301 -0.937
26 O -0.784 4.478 -0.866
27 O 0.367 2.531 -0.944
28 H -4.696 -0.200 -1.294
29 H -2.326 -0.867 -0.949
30 H -3.375 3.924 -1.221
31 C 2.357 -3.560 -0.522
32 Si 0.619 -3.140 -1.092
33 C 0.252 -3.606 -2.859
34 C -0.655 -3.619 0.216
35 C 0.536 -1.192 -0.967
36 H 2.455 -4.648 -0.484
37 H 2.580 -3.183 0.479
38 H 3.117 -3.194 -1.214
39 H 0.262 -4.694 -2.948
40 H 1.014 -3.224 -3.541
41 H -0.725 -3.260 -3.201
42 H -0.652 -4.707 0.318
43 H -1.667 -3.318 -0.060
44 H -0.413 -3.196 1.192
45 H 0.603 -0.600 -1.997
46 H 1.493 -0.800 -0.431

These are the Mulliken partial charges, in e, on atoms 1 to 6: Mo 0.0150; C -1.2897; C 0.8546; N -0.6166; N 0.2493; C 0.3889

=====

C14H21AuN8O3 as an isolated structure, computed with wB97M-V/def2-TZVPD.

## Properties
* orbital gap: 6.78 eV
* net charge: +2
* total energy: -1344.8898 Eh
* relative energy (zero: lowest compared OMol25 entry of this formula, charge and spin): 6.4 kcal per mole
* HOMO: -15.084 eV

Geometry (Å):
1 Au -0.959 0.747 0.501
2 N 0.342 -3.191 1.311
3 C -0.897 -3.251 2.153
4 C -0.854 -2.281 3.330
5 C -1.426 -0.880 3.125
6 N -0.472 0.048 2.414
7 C -2.791 -0.918 2.441
8 C -2.765 -1.708 1.135
9 N -2.110 -0.909 0.052
10 C -2.169 -3.107 1.319
11 H 1.179 -3.261 1.891
12 H 0.459 -2.325 0.596
13 H 0.372 -4.002 0.688
14 H -0.889 -4.260 2.571
15 H 0.146 -2.234 3.768
16 H -1.477 -2.726 4.110
17 H -1.549 -0.456 4.124
18 H 0.484 -0.298 2.484
19 H -0.461 0.937 2.917
20 H -3.162 0.093 2.267
21 H -3.505 -1.383 3.122
22 H -3.791 -1.863 0.793
23 H -2.823 -0.497 -0.579
24 H -1.512 -1.494 -0.541
25 H -2.069 -3.614 0.358
26 H -2.943 -3.667 1.852
27 C -3.666 3.067 -3.706
28 N -2.692 3.032 -2.606
29 C -1.928 4.109 -2.305
30 C -1.016 4.162 -1.280
31 C -0.884 2.964 -0.580
32 O -0.145 2.617 0.450
33 N -1.622 1.889 -0.947
34 C -2.609 1.855 -1.879
35 O -3.317 0.879 -2.035
36 H -3.582 4.027 -4.205
37 H -4.669 2.936 -3.303
38 H -3.440 2.262 -4.402
39 H -2.096 4.966 -2.943
40 H -0.435 5.043 -1.068
41 O 0.702 -1.783 -0.697
42 N 0.656 -0.532 -1.087
43 C 1.273 -0.249 -2.188
44 C 1.083 1.094 -2.652
45 N 0.815 2.150 -3.007
46 C 2.023 -1.212 -2.927
47 N 2.609 -2.001 -3.512

These are the Mulliken partial charges, in e, on atoms 1 to 6: Au 1.0585; N -0.1406; C 0.2794; C -1.4771; C 0.4723; N -0.7119

=====

A 6-piece molecular cluster, C14H21BrCl20N3OSi overall, computed with wB97M-V/def2-TZVPD.

## Properties
* orbital gap: 10.20 eV
* net charge: +1
* total energy: -12852.6771 Eh
* HOMO: -12.639 eV

Geometry (Å):
1 C 0.905 1.708 -2.241
2 Si 1.433 0.886 -0.643
3 C 1.742 2.188 0.686
4 C 2.906 -0.231 -0.790
5 C -0.084 -0.159 -0.075
6 N -1.165 0.737 0.450
7 C -2.407 0.296 0.170
8 N -3.421 1.128 0.028
9 C -3.287 2.582 0.149
10 C -3.214 3.078 1.600
11 C -2.353 4.333 1.808
12 Br -2.295 5.482 0.243
13 N -2.591 -1.054 0.106
14 C -1.586 -1.773 -0.746
15 O -0.617 -0.861 -1.183
16 H 0.994 1.040 -3.098
17 H 1.472 2.620 -2.429
18 H -0.151 2.003 -2.192
19 H 2.646 1.966 1.250
20 H 0.920 2.189 1.412
21 H 1.790 3.193 0.267
22 H 3.104 -0.639 0.204
23 H 2.734 -1.070 -1.466
24 H 3.798 0.319 -1.080
25 H 0.188 -0.871 0.710
26 H -1.024 1.700 0.160
27 H -4.337 0.743 -0.148
28 H -2.424 2.893 -0.440
29 H -4.147 3.012 -0.357
30 H -4.227 3.289 1.943
31 H -2.809 2.286 2.234
32 H -1.327 4.100 2.079
33 H -2.782 4.935 2.603
34 H -3.541 -1.259 -0.182
35 H -2.085 -2.175 -1.625
36 H -1.117 -2.562 -0.158
37 C 5.742 -0.338 -3.649
38 Cl 4.856 1.191 -3.503
39 Cl 7.033 -0.150 -4.829
40 Cl 6.435 -0.782 -2.082
41 Cl 4.630 -1.605 -4.178
42 C 3.469 -3.511 2.160
43 Cl 4.312 -3.916 3.649
44 Cl 2.688 -4.948 1.501
45 Cl 2.228 -2.284 2.515
46 Cl 4.614 -2.864 0.982
47 C 6.720 -7.021 2.521
48 Cl 6.229 -6.338 0.966
49 Cl 7.673 -5.827 3.409
50 Cl 5.281 -7.438 3.458
51 Cl 7.688 -8.469 2.249
52 C -5.658 -1.756 2.569
53 Cl -5.236 -0.081 2.957
54 Cl -4.327 -2.819 3.019
55 Cl -7.121 -2.219 3.417
56 Cl -5.934 -1.879 0.814
57 C -4.597 3.408 -3.444
58 Cl -4.654 5.029 -2.755
59 Cl -2.928 2.798 -3.386
60 Cl -5.638 2.327 -2.499
61 Cl -5.144 3.440 -5.113

These are the Mulliken partial charges, in e, on atoms 1 to 6: C -0.7285; Si 0.3056; C -1.2716; C -0.5298; C 0.1752; N 0.1244

=====

C14H21BrIrN2O3S4 as an isolated structure, computed with wB97M-V/def2-TZVPD.

## Properties
* orbital gap (alpha / beta): 6.46 / 7.49 eV
* net charge: +2
* total energy: -5151.7920 Eh
* multiplicity: 2
* relative energy (zero: lowest compared OMol25 entry of this formula, charge and spin): 66.5 kcal per mole
* HOMO (alpha / beta): -14.496 / -15.409 eV

Geometry (Å):
1 Ir 0.325 0.069 0.178
2 C 0.447 -2.979 1.666
3 C -0.409 -2.291 2.721
4 S -0.269 -0.480 2.574
5 C -1.974 0.122 2.727
6 C -2.893 -0.377 1.628
7 S -2.240 0.015 -0.036
8 C -2.416 -1.598 -0.853
9 C -1.628 -2.745 -0.230
10 S 0.156 -2.398 -0.028
11 H 1.507 -2.792 1.839
12 H 0.301 -4.060 1.690
13 H -1.457 -2.578 2.675
14 H -0.041 -2.560 3.711
15 H -2.351 -0.127 3.719
16 H -1.870 1.207 2.683
17 H -3.067 -1.448 1.706
18 H -3.862 0.114 1.715
19 H -3.479 -1.843 -0.874
20 H -2.104 -1.410 -1.881
21 H -2.028 -3.043 0.736
22 H -1.688 -3.612 -0.888
23 C 1.386 4.499 3.469
24 C 1.940 3.303 2.756
25 C 3.288 2.956 2.819
26 C 3.752 1.823 2.176
27 C 2.847 1.055 1.471
28 Br 3.388 -0.522 0.608
29 N 1.550 1.382 1.371
30 C 1.114 2.482 2.009
31 H 2.179 5.190 3.742
32 H 0.879 4.195 4.386
33 H 0.666 5.032 2.849
34 H 3.980 3.575 3.376
35 H 4.792 1.535 2.214
36 H 0.067 2.715 1.878
37 C -0.291 4.492 -1.510
38 C -0.198 3.005 -1.421
39 O 0.118 2.420 -2.573
40 O -0.369 2.384 -0.381
41 H -0.337 4.827 -2.541
42 H 0.594 4.918 -1.034
43 H -1.167 4.828 -0.958
44 O -1.472 0.445 -2.700
45 S -0.061 0.727 -2.900
46 N 0.703 -0.010 -1.606

These are the Mulliken partial charges, in e, on atoms 1 to 6: Ir 0.8012; C -0.7283; C -0.8290; S 0.0545; C -0.7477; C -0.8174